{
  "formula": "C28H27BrN2O3P2Rh",
  "method": "ωB97M-V/def2-TZVPD",
  "elements": ["Rh", "O", "C", "O", "C", "P", "C", "C", "C", "C", "C", "C", "C", "C", "C", "C", "C", "C", "H", "H", "H", "H", "H", "H", "H", "H", "H", "H", "H", "H", "O", "C", "N", "C", "P", "C", "C", "C", "C", "C", "C", "C", "H", "H", "H", "H", "H", "H", "H", "H", "H", "H", "H", "Br", "C", "C", "C", "C", "C", "N", "H", "H", "H", "H"],
  "positions_angstrom": [[-0.29, -0.12, -0.42], [-0.09, 4.29, -0.10], [-0.31, 3.13, -0.31], [0.30, 2.10, 0.06], [-1.61, 2.81, -1.17], [-2.25, 1.31, -0.33], [-2.59, 2.02, 1.32], [-3.62, 2.94, 1.48], [-3.79, 3.57, 2.70], [-2.94, 3.28, 3.76], [-1.92, 2.35, 3.60], [-1.75, 1.72, 2.38], [-3.87, 0.97, -1.06], [-4.01, 1.01, -2.45], [-5.23, 0.70, -3.02], [-6.30, 0.32, -2.21], [-6.15, 0.26, -0.83], [-4.94, 0.58, -0.26], [-1.29, 2.61, -2.20], [-2.30, 3.66, -1.14], [-4.27, 3.18, 0.65], [-4.58, 4.29, 2.83], [-3.07, 3.78, 4.70], [-1.25, 2.14, 4.42], [-0.93, 1.02, 2.23], [-3.18, 1.29, -3.07], [-5.35, 0.75, -4.09], [-7.25, 0.07, -2.66], [-6.98, -0.03, -0.21], [-4.82, 0.54, 0.82], [1.81, -2.96, -2.43], [0.95, -2.24, -2.13], [0.04, -1.52, -1.84], [-2.63, -2.33, 0.02], [-1.14, -1.94, 1.02], [-1.91, -1.83, 2.68], [-0.24, -3.51, 1.08], [-0.22, -4.34, -0.04], [0.42, -5.56, 0.01], [1.07, -5.96, 1.17], [1.10, -5.11, 2.27], [0.46, -3.89, 2.23], [-2.36, -2.38, -1.04], [-3.34, -1.52, 0.15], [-3.07, -3.27, 0.34], [-2.33, -2.80, 2.93], [-2.71, -1.08, 2.66], [-1.20, -1.54, 3.45], [-0.73, -4.04, -0.95], [0.42, -6.20, -0.86], [1.55, -6.92, 1.22], [1.62, -5.41, 3.17], [0.48, -3.24, 3.09], [1.74, 1.15, -2.51], [2.70, 0.54, -1.01], [4.08, 0.66, -0.99], [4.75, 0.23, 0.15], [4.02, -0.31, 1.21], [2.64, -0.41, 1.08], [2.01, 0.01, -0.01], [4.60, 1.07, -1.84], [5.82, 0.32, 0.21], [4.51, -0.65, 2.10], [2.03, -0.85, 1.85]],
  "lowdin_charge": [0.737, 0.092, -0.763, -0.174, -0.196, 1.022, -0.354, -0.075, -0.051, -0.053, -0.056, -0.113, -0.369, -0.077, -0.059, -0.056, -0.059, -0.117, 0.079, 0.105, 0.117, 0.114, 0.113, 0.112, 0.077, 0.107, 0.114, 0.112, 0.113, 0.105, 0.131, -0.551, -0.067, -0.247, 0.919, -0.213, -0.368, -0.097, -0.047, -0.050, -0.064, -0.098, 0.037, 0.015, 0.067, 0.071, 0.043, 0.046, 0.097, 0.118, 0.115, 0.112, 0.100, 0.895, -0.696, -0.071, -0.024, -0.027, -0.106, -0.048, 0.113, 0.122, 0.115, 0.109],
  "e_homo_ev": [-11.5851, -11.5851],
  "spin_multiplicity": 1,
  "charge": 1,
  "homo_lumo_gap_ev": [6.60, 6.61],
  "e_above_lowest_ev": 0.0000
}

=====

{
  "formula": "C30H66As4N6O3Si3Tc",
  "method": "ωB97M-V/def2-TZVPD",
  "elements": ["Tc", "N", "C", "C", "O", "O", "H", "H", "H", "H", "C", "As", "C", "C", "C", "C", "C", "As", "C", "C", "C", "As", "C", "C", "H", "H", "H", "H", "H", "H", "H", "H", "H", "H", "H", "H", "H", "H", "H", "H", "H", "H", "H", "H", "H", "H", "H", "H", "H", "H", "H", "C", "Si", "C", "C", "As", "Si", "C", "C", "C", "Si", "C", "C", "C", "H", "H", "H", "H", "H", "H", "H", "H", "H", "H", "H", "H", "H", "H", "H", "H", "H", "H", "H", "H", "H", "H", "H", "H", "H", "H", "H", "C", "N", "C", "C", "N", "C", "H", "H", "H", "H", "H", "H", "N", "C", "O", "C", "C", "N", "C", "N", "H", "H"],
  "positions_angstrom": [[-0.25, -0.21, 0.14], [-0.55, 0.10, 2.24], [-1.99, 0.02, 2.57], [-2.86, 0.17, 1.32], [-4.03, 0.37, 1.40], [-2.19, 0.02, 0.16], [0.01, -0.50, 2.85], [-0.15, 1.05, 2.37], [-2.29, 0.78, 3.30], [-2.23, -0.95, 2.99], [0.18, 4.57, 0.24], [-0.62, 2.78, 0.27], [-1.80, 3.16, 1.78], [-2.06, 3.00, -1.05], [-1.78, 2.95, -2.56], [-3.07, 3.46, -3.24], [-1.59, 1.51, -3.05], [-0.23, 0.26, -2.41], [1.44, 0.89, -3.18], [-0.58, -1.07, -3.79], [-0.59, 3.85, -2.93], [-0.45, 4.55, -4.80], [1.11, 5.67, -4.40], [0.56, 3.10, -5.66], [-0.61, 5.26, -0.05], [1.03, 4.67, -0.43], [0.49, 4.81, 1.26], [-2.11, 4.20, 1.67], [-1.27, 3.07, 2.73], [-2.69, 2.54, 1.78], [-2.51, 3.97, -0.81], [-2.81, 2.25, -0.80], [-3.95, 2.93, -2.86], [-3.03, 3.31, -4.32], [-3.19, 4.52, -3.05], [-1.43, 1.52, -4.13], [-2.53, 0.97, -2.88], [1.30, 0.91, -4.26], [2.24, 0.20, -2.93], [1.72, 1.88, -2.85], [-0.13, -0.70, -4.70], [-1.65, -1.17, -3.93], [-0.16, -2.03, -3.54], [0.37, 3.38, -2.67], [-0.66, 4.77, -2.36], [0.80, 6.55, -3.84], [1.56, 5.99, -5.33], [1.85, 5.12, -3.82], [-0.05, 2.20, -5.78], [1.47, 2.87, -5.11], [0.83, 3.44, -6.66], [1.17, -5.74, -0.59], [1.43, -3.93, -0.30], [1.86, -3.07, -1.90], [2.70, -3.63, 1.01], [-0.56, -2.67, 0.44], [-2.69, -3.48, -0.53], [-2.79, -2.58, -2.14], [-2.39, -5.30, -0.74], [-4.21, -3.14, 0.47], [-0.82, -3.56, 2.75], [0.21, -2.60, 3.95], [-2.62, -3.52, 3.24], [-0.27, -5.33, 2.60], [2.14, -6.13, -0.91], [0.45, -5.95, -1.39], [0.87, -6.28, 0.30], [2.91, -3.24, -2.16], [1.70, -2.00, -1.82], [1.24, -3.46, -2.72], [3.63, -4.13, 0.73], [2.40, -4.00, 1.99], [2.90, -2.56, 1.11], [-2.05, -2.96, -2.85], [-2.62, -1.51, -1.98], [-3.78, -2.69, -2.59], [-1.58, -5.49, -1.45], [-3.30, -5.78, -1.13], [-2.15, -5.79, 0.21], [-4.27, -2.10, 0.82], [-4.32, -3.81, 1.32], [-5.07, -3.30, -0.19], [-0.38, -1.83, 4.47], [1.10, -2.16, 3.52], [0.56, -3.30, 4.73], [-3.22, -2.80, 2.70], [-2.69, -3.28, 4.31], [-3.06, -4.51, 3.10], [0.82, -5.44, 2.62], [-0.65, -5.80, 1.69], [-0.68, -5.88, 3.46], [3.52, 2.26, 5.77], [2.82, 2.47, 4.50], [3.22, 3.31, 3.48], [2.30, 3.16, 2.49], [1.34, 2.23, 2.86], [1.70, 1.86, 4.09], [3.98, 3.19, 6.09], [4.28, 1.49, 5.66], [2.80, 1.95, 6.52], [4.11, 3.92, 3.55], [2.27, 3.66, 1.53], [1.18, 1.14, 4.71], [2.84, 1.51, -0.48], [2.80, 0.51, 0.42], [1.71, -0.24, 0.47], [3.93, 0.28, 1.19], [5.08, 1.08, 0.95], [5.99, 1.74, 0.70], [3.88, -0.56, 2.34], [3.84, -1.23, 3.27], [1.96, 1.90, -0.74], [3.62, 2.14, -0.42]],
  "lowdin_charge": [1.119, -0.076, -0.115, -0.630, 0.139, -0.355, 0.050, 0.012, 0.136, 0.091, -0.275, 1.147, -0.250, -0.337, -0.667, -0.077, -0.310, 1.121, -0.270, -0.254, -0.383, 1.152, -0.337, -0.340, 0.045, 0.031, 0.026, 0.054, 0.031, 0.026, 0.093, 0.074, 0.099, 0.068, 0.095, 0.076, 0.090, 0.020, 0.039, 0.004, 0.049, 0.027, 0.009, 0.039, 0.059, 0.024, 0.030, 0.022, 0.005, 0.009, 0.029, -0.184, 0.355, -0.214, -0.193, 0.870, 0.367, -0.223, -0.191, -0.182, 0.367, -0.206, -0.204, -0.201, 0.061, 0.025, 0.024, 0.058, -0.025, 0.032, 0.064, 0.026, -0.002, 0.026, -0.008, 0.063, 0.020, 0.059, 0.025, 0.026, 0.025, 0.063, 0.041, 0.009, 0.065, -0.006, 0.058, 0.052, 0.036, 0.005, 0.062, 0.014, -0.108, -0.037, -0.159, 0.018, -0.168, 0.099, 0.097, 0.095, 0.137, 0.074, 0.134, 0.182, -0.460, -0.305, -0.195, -0.212, 0.185, -0.216, 0.174, 0.027, 0.112],
  "e_homo_ev": [-12.9358, -12.9356],
  "spin_multiplicity": 4,
  "charge": 2,
  "homo_lumo_gap_ev": [5.95, 5.27],
  "s_squared": 3.79,
  "e_above_lowest_ev": 0.7030
}

=====

{
  "formula": "C53H136N22O21",
  "method": "ωB97M-V/def2-TZVPD",
  "elements": ["C", "C", "O", "O", "H", "H", "H", "H", "H", "H", "C", "C", "O", "O", "H", "H", "H", "H", "H", "H", "C", "C", "O", "O", "H", "H", "H", "H", "H", "H", "C", "C", "O", "O", "H", "H", "H", "H", "H", "H", "C", "O", "N", "N", "H", "H", "H", "H", "C", "O", "N", "N", "H", "H", "H", "H", "C", "O", "N", "N", "H", "H", "H", "H", "C", "O", "N", "N", "H", "H", "H", "H", "C", "O", "N", "N", "H", "H", "H", "H", "C", "O", "N", "N", "H", "H", "H", "H", "C", "O", "N", "N", "H", "H", "H", "H", "C", "O", "N", "N", "H", "H", "H", "H", "C", "O", "N", "N", "H", "H", "H", "H", "C", "C", "C", "C", "C", "C", "N", "O", "C", "C", "C", "H", "H", "H", "H", "H", "H", "H", "H", "H", "H", "H", "H", "H", "H", "H", "H", "H", "H", "H", "C", "C", "C", "C", "C", "C", "N", "O", "C", "C", "C", "H", "H", "H", "H", "H", "H", "H", "H", "H", "H", "H", "H", "H", "H", "H", "H", "H", "H", "H", "C", "C", "C", "C", "C", "C", "N", "O", "C", "C", "C", "H", "H", "H", "H", "H", "H", "H", "H", "H", "H", "H", "H", "H", "H", "H", "H", "H", "H", "H", "C", "C", "C", "C", "C", "C", "N", "O", "C", "C", "C", "H", "H", "H", "H", "H", "H", "H", "H", "H", "H", "H", "H", "H", "H", "H", "H", "H", "H", "H"],
  "positions_angstrom": [[-5.32, 1.99, -3.89], [-5.66, 2.77, -5.14], [-4.62, 3.44, -5.80], [-4.40, 0.91, -4.32], [-6.10, 1.51, -3.29], [-4.68, 2.51, -3.18], [-6.50, 3.39, -4.83], [-5.91, 2.12, -5.97], [-4.22, 2.80, -6.39], [-3.49, 1.20, -4.23], [-1.59, 4.57, -4.19], [-1.26, 3.80, -5.44], [-0.27, 2.84, -5.18], [-0.55, 5.49, -3.86], [-1.86, 3.90, -3.37], [-2.54, 5.09, -4.31], [-0.81, 4.37, -6.26], [-2.08, 3.18, -5.81], [0.44, 3.38, -4.83], [0.30, 5.10, -3.64], [1.30, -1.55, 4.60], [1.31, -1.62, 6.05], [1.27, -3.01, 6.53], [2.46, -2.11, 3.97], [1.35, -0.51, 4.28], [0.47, -2.09, 4.13], [0.41, -1.15, 6.45], [2.16, -1.14, 6.53], [1.22, -2.98, 7.49], [2.56, -3.06, 4.03], [4.08, 2.95, -5.81], [4.86, 1.78, -5.33], [5.87, 2.21, -4.43], [4.79, 3.69, -6.76], [3.78, 3.57, -4.96], [3.19, 2.50, -6.25], [5.39, 1.20, -6.08], [4.29, 1.09, -4.71], [6.57, 2.64, -4.92], [5.66, 3.80, -6.37], [1.98, 0.15, -7.19], [2.87, -0.63, -7.39], [1.18, 0.27, -6.16], [1.86, 1.19, -7.95], [1.03, -0.38, -5.41], [0.62, 1.11, -6.13], [1.16, 1.89, -7.72], [2.35, 1.22, -8.82], [-6.94, 1.36, -0.57], [-7.69, 0.68, -1.29], [-7.15, 2.63, -0.43], [-6.20, 0.83, 0.39], [-6.48, 3.06, 0.19], [-7.82, 3.08, -1.03], [-5.62, 1.56, 0.77], [-6.06, -0.17, 0.49], [0.34, 3.65, 2.83], [-0.65, 4.27, 2.91], [1.03, 3.08, 3.82], [1.13, 3.61, 1.80], [0.64, 3.00, 4.75], [1.76, 2.45, 3.52], [0.86, 4.02, 0.92], [1.99, 3.08, 1.80], [3.79, 1.12, 3.22], [3.79, 2.22, 2.78], [3.70, 0.82, 4.47], [3.79, 0.05, 2.47], [3.63, -0.16, 4.72], [3.72, 1.60, 5.10], [3.53, -0.79, 2.98], [3.98, 0.06, 1.48], [-1.21, 5.54, -0.22], [-0.20, 4.88, -0.38], [-1.70, 5.78, 0.99], [-1.89, 5.96, -1.26], [-2.66, 6.05, 1.09], [-1.25, 5.30, 1.76], [-1.44, 5.98, -2.16], [-2.68, 6.56, -1.11], [0.31, -3.04, -3.89], [-0.56, -2.27, -4.31], [0.88, -3.87, -4.74], [0.81, -3.03, -2.72], [0.66, -3.97, -5.72], [1.49, -4.56, -4.34], [1.56, -3.66, -2.46], [0.45, -2.30, -2.12], [2.86, 4.51, -2.43], [1.99, 4.18, -3.23], [4.11, 4.36, -2.66], [2.63, 5.02, -1.25], [4.43, 3.77, -3.41], [4.80, 4.65, -1.98], [1.64, 5.16, -1.12], [3.35, 5.15, -0.55], [-6.29, -1.58, -3.20], [-7.08, -2.43, -2.89], [-5.35, -1.13, -2.38], [-6.41, -0.86, -4.27], [-5.37, -1.47, -1.43], [-4.94, -0.22, -2.51], [-5.71, -0.19, -4.55], [-7.17, -1.12, -4.88], [-3.99, 3.34, 1.80], [-4.82, 2.96, 1.01], [-2.75, 3.03, 1.85], [-4.29, 4.07, 2.90], [-2.27, 3.53, 2.58], [-2.29, 2.65, 1.03], [-3.56, 4.16, 3.59], [-5.22, 4.43, 3.05], [7.15, 2.69, 0.39], [7.00, 1.25, 0.06], [5.53, 1.08, -0.41], [5.20, -0.22, -1.03], [6.19, -0.53, -2.17], [7.66, -0.41, -1.78], [7.99, 0.68, -0.86], [9.28, 0.80, -0.52], [7.92, -1.81, -1.20], [8.49, -0.23, -3.11], [7.11, 0.47, 1.43], [6.52, 3.40, -0.15], [8.21, 2.89, 0.32], [6.80, 2.95, 1.39], [4.90, 1.16, 0.48], [5.35, 1.89, -1.11], [4.23, 0.00, -1.48], [5.22, -1.09, -0.38], [5.99, 0.10, -3.04], [5.90, -1.52, -2.53], [8.97, -2.09, -1.07], [7.55, -1.98, -0.18], [7.47, -2.62, -1.77], [8.23, 0.72, -3.58], [9.57, -0.39, -3.11], [8.13, -0.95, -3.85], [6.33, 0.67, 2.16], [7.99, 0.71, 2.02], [7.33, -0.60, 1.43], [9.37, 0.13, 0.16], [-2.23, -1.89, -1.16], [-1.35, -0.71, -0.57], [-0.67, -1.12, 0.71], [0.67, -0.32, 0.93], [1.56, -0.34, -0.29], [0.87, 0.38, -1.46], [-0.41, -0.34, -1.69], [-1.12, 0.09, -2.82], [0.71, 1.92, -1.20], [1.81, 0.19, -2.68], [-2.28, 0.46, -0.28], [-3.10, -2.19, -0.58], [-1.72, -2.85, -1.31], [-2.77, -1.60, -2.06], [-1.34, -0.93, 1.54], [-0.37, -2.17, 0.71], [1.18, -0.82, 1.75], [0.61, 0.66, 1.40], [1.83, -1.36, -0.56], [2.50, 0.17, -0.04], [-0.17, 2.26, -0.64], [1.61, 2.29, -0.70], [0.73, 2.38, -2.18], [1.21, 0.35, -3.58], [2.61, 0.92, -2.62], [2.29, -0.79, -2.68], [-3.08, 0.10, 0.37], [-2.68, 0.96, -1.16], [-1.73, 1.26, 0.22], [-1.05, -0.69, -3.37], [1.59, -7.87, 0.46], [0.13, -7.45, 0.79], [-0.66, -8.62, 1.54], [-2.05, -8.21, 2.01], [-1.94, -6.97, 2.85], [-1.11, -5.77, 2.27], [0.19, -6.29, 1.68], [1.08, -5.38, 1.24], [-1.94, -4.86, 1.27], [-0.71, -4.85, 3.47], [-0.50, -7.16, -0.56], [2.06, -8.07, 1.42], [2.18, -7.17, -0.12], [1.50, -8.91, 0.13], [-0.84, -9.46, 0.87], [-0.04, -8.90, 2.39], [-2.38, -9.00, 2.69], [-2.73, -8.11, 1.16], [-1.56, -7.17, 3.85], [-2.99, -6.69, 2.99], [-2.73, -4.42, 1.87], [-1.34, -4.11, 0.75], [-2.43, -5.48, 0.52], [-1.62, -4.52, 3.96], [-0.31, -5.46, 4.28], [-0.12, -3.97, 3.19], [-0.07, -6.23, -0.94], [-1.58, -7.09, -0.46], [-0.32, -7.97, -1.27], [1.64, -5.24, 2.01], [-4.30, 1.82, 6.91], [-4.86, 0.46, 6.57], [-5.98, 0.65, 5.48], [-5.46, 0.93, 4.02], [-4.61, -0.26, 3.73], [-3.41, -0.45, 4.64], [-3.82, -0.46, 6.05], [-2.91, -0.88, 7.00], [-2.84, -1.92, 4.39], [-2.35, 0.58, 4.26], [-5.50, -0.19, 7.83], [-5.00, 2.60, 7.22], [-3.84, 2.22, 6.00], [-3.54, 1.90, 7.68], [-6.64, -0.22, 5.56], [-6.59, 1.54, 5.64], [-4.90, 1.86, 3.92], [-6.32, 0.82, 3.36], [-4.33, -0.11, 2.69], [-5.14, -1.21, 3.77], [-1.91, -2.27, 4.84], [-3.61, -2.61, 4.75], [-2.64, -2.04, 3.32], [-1.85, 0.43, 3.30], [-2.67, 1.60, 4.44], [-1.52, 0.29, 4.91], [-6.49, 0.24, 7.99], [-4.86, -0.26, 8.71], [-5.87, -1.19, 7.61], [-3.28, -1.72, 7.30]],
  "lowdin_charge": [-0.161, -0.249, -0.056, -0.137, 0.098, 0.122, 0.125, 0.126, 0.081, 0.085, -0.224, -0.231, -0.081, -0.075, 0.119, 0.119, 0.130, 0.103, 0.056, 0.039, -0.242, -0.215, -0.069, -0.093, 0.112, 0.105, 0.120, 0.120, 0.079, 0.099, -0.255, -0.224, -0.093, -0.023, 0.088, 0.106, 0.137, 0.118, 0.081, 0.074, -0.806, 0.034, 0.195, 0.148, 0.089, 0.071, 0.105, 0.126, -0.774, -0.007, 0.169, 0.173, 0.066, 0.124, 0.029, 0.112, -0.738, 0.030, 0.186, 0.210, 0.116, 0.060, 0.062, 0.088, -0.824, 0.048, 0.195, 0.205, 0.096, 0.135, 0.077, 0.080, -0.705, -0.011, 0.185, 0.201, 0.107, 0.040, 0.078, 0.118, -0.755, 0.008, 0.177, 0.203, 0.126, 0.105, 0.127, 0.080, -0.757, 0.020, 0.197, 0.199, 0.074, 0.116, 0.076, 0.122, -0.780, 0.036, 0.168, 0.178, 0.095, 0.072, 0.053, 0.124, -0.705, 0.005, 0.213, 0.170, 0.061, 0.099, 0.106, 0.124, -0.035, -0.454, -0.144, -0.179, -0.137, -0.456, -0.155, 0.032, -0.048, -0.014, -0.029, 0.071, 0.092, 0.089, 0.083, 0.115, 0.081, 0.122, 0.098, 0.117, 0.078, 0.064, 0.083, 0.069, 0.077, 0.079, 0.062, 0.075, 0.067, 0.096, -0.018, -0.443, -0.098, -0.159, -0.142, -0.447, -0.112, -0.023, 0.000, -0.020, -0.029, 0.070, 0.068, 0.063, 0.095, 0.101, 0.077, 0.100, 0.116, 0.089, 0.058, 0.073, 0.065, 0.059, 0.075, 0.074, 0.080, 0.088, 0.040, 0.044, -0.041, -0.506, -0.117, -0.192, -0.137, -0.408, -0.152, -0.018, -0.013, -0.040, -0.041, 0.078, 0.082, 0.082, 0.116, 0.117, 0.114, 0.111, 0.113, 0.119, 0.075, 0.050, 0.067, 0.067, 0.083, 0.062, 0.084, 0.064, 0.088, 0.105, -0.039, -0.479, -0.100, -0.154, -0.177, -0.471, -0.131, -0.004, -0.022, -0.022, -0.036, 0.085, 0.054, 0.084, 0.116, 0.111, 0.084, 0.115, 0.107, 0.127, 0.056, 0.088, 0.067, 0.068, 0.059, 0.069, 0.082, 0.080, 0.078, 0.102],
  "e_homo_ev": -8.1232,
  "spin_multiplicity": 1,
  "homo_lumo_gap_ev": 7.93
}